1.
Below is a cluster of 9 separate species, C25H60N8O9 in total, with properties calculated with wB97M-V/def2-TZVPD.

Results
**Gap between HOMO and LUMO**: 9.64 eV
**E_LUMO**: 0.452 eV
**Structure (SMILES)**: CNC(C)=O.CNC(C)=O.CNC(C)=O.CNC(C)=O.CNC(C)=O.CNC(C)=O.CNC(C)=O.CNC(C)=O.CO

Geometry as ORCA input:
```
! RIJCOSX wB97M-V def2-TZVPD def2/J DEFGRID3
* xyz 0 1
C 0.539 -0.988 0.113
O -0.611 -0.124 0.198
H 0.364 -1.924 -0.428
H 1.324 -0.384 -0.391
H 1.043 -1.094 1.064
H -0.967 -0.214 1.109
C 0.711 -0.248 4.339
C -0.630 0.263 3.976
O -1.096 1.344 4.270
N -1.335 -0.606 3.226
C -2.747 -0.497 3.073
H 0.700 -1.374 4.367
H 0.920 0.137 5.389
H 1.471 0.070 3.648
H -0.950 -1.509 3.073
H -2.969 0.554 2.878
H -3.207 -0.693 4.054
H -3.134 -1.125 2.303
C 4.608 -1.632 2.504
C 4.225 -0.110 2.439
O 3.126 0.244 2.099
N 5.260 0.704 2.723
C 5.266 2.138 2.664
H 4.983 -1.976 1.536
H 3.684 -2.132 2.757
H 5.490 -1.894 3.159
H 6.114 0.303 3.080
H 4.288 2.384 2.346
H 5.966 2.548 1.935
H 5.492 2.510 3.622
C -0.680 -0.939 -2.810
C -1.128 -0.682 -4.271
O -1.320 -1.520 -5.114
N -1.012 0.676 -4.602
C -0.985 1.092 -6.005
H -1.359 -1.694 -2.324
H -0.716 -0.063 -2.158
H 0.315 -1.393 -2.829
H -0.744 1.285 -3.832
H -0.111 1.661 -6.241
H -1.838 1.712 -6.207
H -1.091 0.164 -6.608
C -2.425 2.335 -1.449
C -3.668 1.522 -1.357
O -4.753 1.948 -1.667
N -3.441 0.248 -0.912
C -4.446 -0.780 -0.927
H -1.633 2.044 -0.756
H -2.770 3.336 -1.277
H -2.031 2.190 -2.449
H -2.466 0.074 -0.801
H -4.690 -1.098 0.053
H -4.102 -1.658 -1.460
H -5.270 -0.393 -1.487
C 0.226 -5.040 -2.332
C 1.431 -4.170 -2.000
O 2.042 -4.294 -0.946
N 1.813 -3.320 -2.952
C 2.818 -2.286 -2.768
H 0.161 -5.883 -1.611
H 0.387 -5.465 -3.307
H -0.655 -4.416 -2.315
H 1.221 -3.274 -3.774
H 3.755 -2.718 -3.114
H 2.941 -1.910 -1.752
H 2.654 -1.452 -3.466
C 1.711 2.549 -0.822
C 1.251 3.182 -2.074
O 1.258 2.575 -3.126
N 0.684 4.414 -1.856
C -0.046 5.068 -2.889
H 1.021 1.709 -0.646
H 1.633 3.298 -0.044
H 2.691 2.096 -0.896
H 0.692 4.804 -0.950
H -1.092 5.232 -2.584
H -0.214 4.467 -3.750
H 0.550 5.908 -3.269
C 1.003 -5.065 2.112
C -0.196 -4.160 1.905
O -0.377 -3.251 2.705
N -1.074 -4.448 0.951
C -2.270 -3.696 0.844
H 0.697 -6.093 1.985
H 1.392 -4.821 3.111
H 1.750 -4.852 1.287
H -0.772 -5.051 0.200
H -2.991 -4.253 0.213
H -2.077 -2.687 0.438
H -2.712 -3.573 1.839
C 0.381 3.650 2.592
C -0.817 4.128 1.809
O -0.711 4.768 0.766
N -1.967 3.826 2.446
C -3.266 3.936 1.839
H 1.126 4.445 2.448
H 0.727 2.694 2.079
H 0.234 3.481 3.671
H -1.840 3.202 3.246
H -3.586 2.958 1.411
H -3.197 4.735 1.088
H -3.957 4.304 2.619
*
```

Here are the Löwdin charges for atoms 1 to 99, given in e:
1 C -0.127
2 O -0.165
3 H 0.066
4 H 0.074
5 H 0.070
6 H 0.060
7 C 0.017
8 C -0.558
9 O 0.034
10 N -0.009
11 C -0.058
12 H 0.095
13 H 0.115
14 H 0.047
15 H 0.058
16 H 0.080
17 H 0.102
18 H 0.060
19 C 0.011
20 C -0.537
21 O 0.033
22 N 0.000
23 C -0.056
24 H 0.076
25 H 0.065
26 H 0.087
27 H 0.131
28 H 0.066
29 H 0.091
30 H 0.071
31 C 0.003
32 C -0.508
33 O 0.035
34 N 0.008
35 C -0.061
36 H 0.092
37 H 0.048
38 H 0.051
39 H 0.081
40 H 0.071
41 H 0.069
42 H 0.090
43 C 0.005
44 C -0.568
45 O 0.059
46 N 0.022
47 C -0.062
48 H 0.074
49 H 0.079
50 H 0.072
51 H 0.059
52 H 0.059
53 H 0.075
54 H 0.079
55 C 0.007
56 C -0.569
57 O 0.021
58 N 0.005
59 C -0.061
60 H 0.090
61 H 0.078
62 H 0.073
63 H 0.139
64 H 0.083
65 H 0.082
66 H 0.093
67 C 0.009
68 C -0.555
69 O 0.025
70 N 0.019
71 C -0.081
72 H 0.071
73 H 0.062
74 H 0.088
75 H 0.084
76 H 0.093
77 H 0.060
78 H 0.091
79 C 0.013
80 C -0.545
81 O 0.008
82 N 0.022
83 C -0.078
84 H 0.074
85 H 0.088
86 H 0.081
87 H 0.115
88 H 0.102
89 H 0.075
90 H 0.090
91 C -0.011
92 C -0.553
93 O 0.012
94 N 0.007
95 C -0.066
96 H 0.085
97 H 0.098
98 H 0.077
99 H 0.107



2.
Below is a structure of composition C38H63Cl2I2N7O5PS2SiTl, with properties calculated with wB97M-V/def2-TZVPD.

Results
**Gap between HOMO and LUMO**: 5.01 eV
**E_LUMO**: 3.903 eV
**ΔE to the lowest compared entry with this formula, charge and spin**: 0.050 eV

Geometry as ORCA input:
```
! RIJCOSX wB97M-V def2-TZVPD def2/J DEFGRID3
* xyz -2 1
Tl -0.572 2.264 0.892
S -1.290 1.949 -2.311
C -0.102 0.761 -2.855
N -0.560 -0.137 -3.887
C 0.358 -1.190 -4.271
C 1.752 -0.636 -4.342
N 2.149 -0.209 -3.020
C 3.571 0.077 -2.944
C 4.375 -1.033 -2.292
C 3.891 -2.334 -2.222
C 4.663 -3.352 -1.674
C 5.929 -3.078 -1.172
C 6.415 -1.778 -1.224
C 5.642 -0.766 -1.779
C 1.190 0.716 -2.444
S 1.802 1.857 -1.255
C -1.901 -0.661 -3.731
C -2.538 -0.927 -5.075
C -3.149 -2.138 -5.374
C -3.773 -2.344 -6.602
C -3.788 -1.331 -7.550
C -3.172 -0.116 -7.261
C -2.554 0.084 -6.035
H 0.056 -1.582 -5.247
H 0.337 -2.022 -3.546
H 1.768 0.201 -5.062
H 2.446 -1.403 -4.699
H 3.757 1.012 -2.419
H 3.962 0.224 -3.960
H 2.888 -2.537 -2.581
H 4.267 -4.361 -1.628
H 6.528 -3.869 -0.735
H 7.389 -1.543 -0.812
H 6.015 0.253 -1.791
H -2.478 0.099 -3.202
H -1.905 -1.580 -3.124
H -3.132 -2.932 -4.633
H -4.245 -3.296 -6.818
H -4.271 -1.485 -8.507
H -3.183 0.682 -7.994
H -2.072 1.025 -5.792
N 1.548 2.044 2.836
C 2.556 3.112 2.801
C 1.909 4.466 2.552
N 1.249 4.473 1.246
H 1.079 2.017 3.734
H 1.956 1.137 2.636
H 3.249 2.892 1.986
H 3.141 3.166 3.726
H 2.679 5.242 2.653
H 1.152 4.651 3.319
H 1.921 4.345 0.496
H 0.729 5.324 1.076
C -2.197 0.605 5.956
O -1.103 -0.004 5.283
P -1.080 -0.095 3.620
O -2.360 -1.084 3.368
C -2.434 -2.365 3.982
O 0.096 -1.253 3.617
C 1.251 -1.179 4.442
H -2.561 -0.091 6.717
H -3.022 0.835 5.277
H -1.879 1.529 6.436
H -3.443 -2.741 3.814
H -2.245 -2.299 5.055
H -1.711 -3.051 3.539
H 1.426 -0.171 4.823
H 2.109 -1.491 3.848
H 1.137 -1.844 5.301
O -1.678 4.794 -0.738
H -2.572 4.458 -0.618
H -1.283 4.174 -1.378
I -2.100 3.438 3.750
I -1.012 5.535 5.579
C 1.135 -3.695 0.385
C 0.668 -2.830 -0.785
N -0.725 -2.421 -0.684
C -1.730 -3.433 -0.965
C -2.380 -4.038 0.280
C -1.042 -1.243 -0.026
C -2.474 -0.759 -0.080
N -0.210 -0.498 0.590
H 2.204 -3.904 0.298
H 0.600 -4.649 0.407
H 0.961 -3.177 1.332
H 0.780 -3.387 -1.720
H 1.289 -1.935 -0.879
H -1.232 -4.220 -1.535
H -2.509 -3.029 -1.614
H -1.640 -4.551 0.898
H -3.155 -4.756 -0.003
H -2.839 -3.257 0.890
H -2.467 0.188 -0.629
H -2.816 -0.555 0.938
H -3.172 -1.435 -0.566
H 0.761 -0.802 0.611
C -5.482 0.703 1.489
Si -4.710 2.180 2.330
C -5.673 2.448 3.915
C -5.024 3.661 1.233
O -3.117 1.936 2.629
H -6.572 0.817 1.493
H -5.229 -0.231 2.002
H -5.153 0.619 0.448
H -6.735 2.613 3.702
H -5.295 3.311 4.469
H -5.591 1.571 4.567
H -6.090 3.915 1.226
H -4.728 3.441 0.200
H -4.466 4.540 1.571
Cl 3.431 -1.400 1.458
C 4.373 0.050 1.187
C 5.577 0.142 1.836
C 6.391 1.264 1.677
C 5.927 2.264 0.841
C 4.709 2.170 0.186
Cl 4.321 3.576 -0.807
C 3.806 1.047 0.302
N 2.611 0.781 -0.204
H 5.883 -0.679 2.472
H 7.340 1.352 2.190
H 6.513 3.162 0.687
*
```

Here are the Löwdin charges for atoms 1 to 99, given in e:
1 Tl 0.608
2 S 0.482
3 C -0.692
4 N -0.140
5 C -0.166
6 C -0.187
7 N -0.141
8 C -0.160
9 C -0.184
10 C -0.047
11 C -0.106
12 C -0.117
13 C -0.097
14 C -0.048
15 C -0.531
16 S 0.782
17 C -0.198
18 C -0.202
19 C -0.050
20 C -0.110
21 C -0.124
22 C -0.095
23 C -0.026
24 H 0.122
25 H 0.113
26 H 0.133
27 H 0.118
28 H 0.068
29 H 0.125
30 H 0.090
31 H 0.093
32 H 0.088
33 H 0.096
34 H 0.116
35 H 0.049
36 H 0.099
37 H 0.102
38 H 0.089
39 H 0.087
40 H 0.093
41 H 0.117
42 N -0.019
43 C -0.250
44 C -0.277
45 N -0.038
46 H 0.044
47 H 0.048
48 H 0.082
49 H 0.110
50 H 0.104
51 H 0.045
52 H 0.020
53 H 0.072
54 C -0.181
55 O -0.382
56 P 0.853
57 O -0.363
58 C -0.131
59 O -0.377
60 C -0.149
61 H 0.077
62 H 0.046
63 H 0.065
64 H 0.080
65 H 0.076
66 H 0.074
67 H 0.070
68 H 0.032
69 H 0.079
70 O -0.152
71 H 0.005
72 H -0.081
73 I 0.619
74 I -0.335
75 C -0.089
76 C -0.232
77 N -0.080
78 C -0.237
79 C -0.071
80 C -0.425
81 C -0.036
82 N 0.091
83 H 0.049
84 H 0.059
85 H 0.061
86 H 0.100
87 H 0.091
88 H 0.114
89 H 0.085
90 H 0.060
91 H 0.070
92 H 0.063
93 H 0.023
94 H 0.057
95 H 0.067
96 H 0.010
97 C -0.167
98 Si 0.161
99 C -0.196



3.
Below is a structure of composition C51H53FeIN12O2PS, with properties calculated with wB97M-V/def2-TZVPD.

Results
**Gap between HOMO and LUMO (alpha / beta)**: 6.82 / 7.70 eV
**E_LUMO (alpha / beta)**: -4.259 / -5.029 eV
**ΔE to the lowest compared entry with this formula, charge and spin**: 0.000 eV

Geometry as ORCA input:
```
! RIJCOSX wB97M-V def2-TZVPD def2/J DEFGRID3
* xyz 2 6
Fe 0.067 -0.029 0.494
O 0.695 -2.533 -0.487
C 0.854 -2.459 -1.651
C 0.914 -2.150 -2.957
C 1.394 -3.026 -3.980
C 1.413 -2.587 -5.275
C 0.971 -1.301 -5.611
C 0.485 -0.452 -4.623
C 0.425 -0.825 -3.292
P -0.295 0.289 -2.043
C -0.159 1.897 -2.861
C -1.186 2.423 -3.643
C -0.993 3.616 -4.325
C 0.221 4.280 -4.240
C 1.252 3.751 -3.476
C 1.062 2.564 -2.790
C -2.064 -0.180 -2.013
C -3.026 0.712 -1.538
C -4.349 0.315 -1.422
C -4.723 -0.974 -1.771
C -3.774 -1.865 -2.249
C -2.451 -1.471 -2.376
H 1.725 -4.023 -3.725
H 1.776 -3.251 -6.046
H 0.997 -0.967 -6.635
H 0.140 0.534 -4.909
H -2.130 1.905 -3.729
H -1.790 4.019 -4.931
H 0.366 5.205 -4.776
H 2.201 4.261 -3.415
H 1.877 2.149 -2.209
H -2.746 1.717 -1.257
H -5.086 1.014 -1.057
H -5.754 -1.281 -1.680
H -4.062 -2.866 -2.530
H -1.729 -2.173 -2.766
C -1.667 -5.018 2.163
N -1.667 -3.591 1.875
C -0.672 -2.725 1.949
N -1.072 -1.531 1.512
C -2.372 -1.766 1.155
N -2.758 -2.995 1.360
C -1.350 -5.819 0.929
C -2.255 -6.751 0.443
C -1.951 -7.500 -0.687
C -0.752 -7.309 -1.347
C 0.154 -6.365 -0.864
C -0.141 -5.633 0.275
C 1.408 -6.154 -1.576
N 1.848 -6.776 -2.609
N 3.061 -6.191 -2.926
C 3.253 -5.267 -2.056
O 2.241 -5.164 -1.155
C 4.373 -4.338 -1.969
C 5.407 -4.438 -2.894
C 6.463 -3.546 -2.832
C 6.485 -2.557 -1.861
C 5.456 -2.463 -0.932
C 5.535 -1.403 0.135
N 4.222 -1.091 0.676
C 3.175 -0.579 0.041
N 2.119 -0.584 0.841
C 2.598 -1.137 1.985
N 3.862 -1.468 1.914
C 4.400 -3.358 -0.984
H -2.658 -5.262 2.545
H -0.937 -5.189 2.958
H 0.300 -2.976 2.325
H -3.027 -1.010 0.767
H -3.199 -6.896 0.946
H -2.656 -8.228 -1.055
H -0.503 -7.879 -2.228
H 0.581 -4.918 0.646
H 5.371 -5.208 -3.648
H 7.268 -3.616 -3.545
H 7.309 -1.859 -1.826
H 5.976 -0.485 -0.262
H 6.135 -1.728 0.989
H 3.206 -0.231 -0.975
H 2.008 -1.299 2.868
H 3.599 -3.317 -0.259
I 3.157 5.459 -0.158
C 2.414 3.807 0.817
C 2.871 3.246 1.989
N 2.111 2.159 2.216
N 1.178 1.982 1.267
C 1.346 2.987 0.419
H 3.660 3.537 2.655
H 2.175 1.517 2.995
H 0.701 3.094 -0.435
C -1.981 7.821 0.338
C -1.294 6.555 0.829
C -1.549 6.305 2.312
C -0.832 5.083 2.876
N -1.349 3.874 2.235
C -1.433 2.600 2.593
S -1.952 1.478 1.381
N -1.199 2.111 3.818
C -1.226 2.779 5.123
C -2.581 3.397 5.451
C -3.727 2.392 5.424
C -5.057 3.036 5.784
H -1.813 7.977 -0.726
H -1.605 8.695 0.865
H -3.057 7.772 0.502
H -0.217 6.629 0.661
H -1.645 5.713 0.223
H -2.621 6.210 2.498
H -1.209 7.173 2.881
H -0.977 5.033 3.950
H 0.245 5.149 2.678
H -1.585 3.998 1.257
H -1.413 1.122 3.850
H -0.412 3.501 5.187
H -0.996 1.994 5.847
H -2.804 4.215 4.761
H -2.505 3.843 6.445
H -3.510 1.580 6.123
H -3.800 1.941 4.429
H -5.027 3.464 6.784
H -5.866 2.312 5.757
H -5.304 3.836 5.087
*
```

Here are the Löwdin charges for atoms 1 to 99, given in e:
1 Fe 0.606
2 O 0.092
3 C -0.120
4 C -0.214
5 C -0.002
6 C -0.048
7 C -0.044
8 C -0.063
9 C -0.293
10 P 1.073
11 C -0.387
12 C -0.080
13 C -0.050
14 C -0.049
15 C -0.069
16 C -0.132
17 C -0.373
18 C -0.180
19 C -0.067
20 C -0.058
21 C -0.058
22 C -0.076
23 H 0.102
24 H 0.121
25 H 0.112
26 H 0.108
27 H 0.110
28 H 0.116
29 H 0.115
30 H 0.096
31 H 0.097
32 H 0.067
33 H 0.116
34 H 0.115
35 H 0.115
36 H 0.103
37 C -0.055
38 N -0.093
39 C -0.144
40 N -0.023
41 C -0.211
42 N 0.166
43 C -0.196
44 C -0.011
45 C -0.036
46 C 0.004
47 C -0.130
48 C 0.021
49 C -0.294
50 N 0.144
51 N 0.137
52 C -0.320
53 O 0.110
54 C -0.131
55 C 0.006
56 C -0.035
57 C -0.019
58 C -0.196
59 C -0.055
60 N -0.112
61 C -0.114
62 N -0.014
63 C -0.204
64 N 0.153
65 C 0.027
66 H 0.136
67 H 0.143
68 H 0.132
69 H 0.076
70 H 0.121
71 H 0.117
72 H 0.123
73 H 0.109
74 H 0.123
75 H 0.118
76 H 0.122
77 H 0.140
78 H 0.146
79 H 0.154
80 H 0.115
81 H 0.117
82 I 0.939
83 C -0.765
84 C -0.124
85 N 0.009
86 N -0.050
87 C -0.216
88 H 0.127
89 H 0.156
90 H 0.088
91 C -0.097
92 C -0.269
93 C -0.188
94 C -0.162
95 N 0.043
96 C -0.760
97 S 0.694
98 N 0.017
99 C -0.176



Largest force on an atom for every record listed, in sequence, given in Eh/bohr: 0.064; 0.012; 0.022.